(1)
Below is C36H45InN3P2 as an isolated structure, with properties calculated with wB97M-V/def2-TZVPD.

Structure (XYZ):
```
87
Properties=species:S:1:pos:R:3
In -0.101 -0.214 -0.186
C -2.798 2.645 -3.223
C -2.251 1.351 -2.621
C -0.866 1.038 -3.208
P -2.087 1.307 -0.786
C -3.703 0.983 0.027
C -4.894 1.738 -0.561
C -3.554 1.243 1.529
C -1.424 2.855 -0.181
C -2.127 4.058 -0.354
C -1.609 5.266 0.054
C -0.333 5.278 0.620
C 0.370 4.111 0.818
C -0.167 2.852 0.472
N 0.552 1.683 0.662
C 1.664 1.638 1.530
C 1.683 2.265 2.779
C 2.809 2.213 3.579
C 3.945 1.524 3.165
C 3.921 0.860 1.952
C 2.793 0.901 1.130
P 2.591 -0.053 -0.389
C 3.281 0.945 -1.768
C 3.116 0.191 -3.090
C 4.702 1.462 -1.552
C 3.446 -1.673 -0.199
C 3.092 -2.274 1.168
C 4.952 -1.736 -0.465
H -2.882 2.521 -4.305
H -2.120 3.477 -3.035
H -3.785 2.909 -2.844
H -2.931 0.526 -2.854
H -0.127 1.767 -2.860
H -0.894 1.094 -4.297
H -0.526 0.032 -2.946
H -3.857 -0.086 -0.136
H -4.821 2.813 -0.385
H -5.804 1.391 -0.067
H -5.014 1.562 -1.630
H -3.451 2.311 1.723
H -2.691 0.733 1.956
H -4.443 0.886 2.053
H -3.100 4.042 -0.827
H -2.169 6.181 -0.080
H 0.121 6.219 0.907
H 1.362 4.155 1.250
H 0.802 2.799 3.114
H 2.802 2.714 4.540
H 4.831 1.501 3.784
H 4.796 0.304 1.636
H 2.607 1.808 -1.770
H 3.774 -0.680 -3.134
H 3.376 0.841 -3.927
H 2.091 -0.156 -3.238
H 5.439 0.661 -1.610
H 4.809 1.965 -0.590
H 4.941 2.186 -2.334
H 2.944 -2.277 -0.960
H 3.698 -1.836 1.961
H 3.279 -3.350 1.150
H 2.043 -2.129 1.431
H 5.522 -1.068 0.180
H 5.197 -1.503 -1.500
H 5.299 -2.754 -0.269
C -4.587 -3.726 0.181
C -3.881 -3.438 1.512
C -2.845 -2.407 1.363
N -2.037 -1.602 1.246
H -5.353 -4.484 0.333
H -3.880 -4.090 -0.561
H -5.068 -2.828 -0.207
H -3.405 -4.337 1.901
H -4.588 -3.094 2.266
N 2.963 -9.688 -1.119
C 2.525 -8.626 -1.075
C 1.976 -7.291 -1.018
C 1.550 -6.769 0.202
C 1.029 -5.490 0.258
C 0.929 -4.716 -0.902
C 1.357 -5.249 -2.119
C 1.875 -6.529 -2.178
C 0.419 -3.372 -0.829
C -0.014 -2.239 -0.780
H 1.633 -7.370 1.098
H 0.696 -5.078 1.202
H 1.275 -4.653 -3.019
H 2.206 -6.945 -3.121
```

Values from the calculation:
Energy above the lowest of the compared OMol25 structures with the same formula, charge and spin (kJ/mol): 83.5
Lowest unoccupied orbital energy (eV): -2.56
Energy (hartree): -2435.65987
HOMO level (eV): -9.95
Maximum force (eV/A): 0.598
Total charge: +1


(2)
Below is C36H45N5O5Ti as an isolated structure, with properties calculated with wB97M-V/def2-TZVPD.

Structure (XYZ):
```
92
Properties=species:S:1:pos:R:3
Ti 0.474 -0.886 -0.225
C -1.655 0.322 6.709
C -1.322 0.319 5.238
C -1.148 1.511 4.547
C -0.809 1.559 3.168
C -0.763 2.781 2.506
N -0.404 3.034 1.224
C -0.856 4.261 0.593
C -2.342 4.268 0.217
C -2.705 3.512 -1.055
N -2.753 2.055 -0.908
C -3.571 1.358 -1.728
C -3.476 0.038 -2.140
C -4.432 -0.497 -3.052
C -4.278 -1.742 -3.658
C -5.290 -2.222 -4.668
C -3.156 -2.491 -3.370
C -2.167 -2.030 -2.442
C -1.054 -2.858 -2.175
N -0.005 -2.655 -1.432
C 0.853 -3.817 -1.237
C 0.908 -4.233 0.242
C -0.373 -3.869 0.987
N -0.396 -2.451 1.329
C -0.690 -2.175 2.544
C -0.798 -0.886 3.172
C -1.169 -0.869 4.546
C -0.555 0.310 2.477
O -0.139 0.366 1.261
C -2.344 -0.799 -1.755
O -1.552 -0.403 -0.854
H -1.991 1.310 7.030
H -2.449 -0.393 6.939
H -0.787 0.055 7.318
H -1.289 2.454 5.067
H -1.046 3.666 3.071
H -0.128 2.240 0.663
H -0.673 5.067 1.314
H -0.264 4.461 -0.302
H -2.942 3.905 1.060
H -2.619 5.313 0.043
H -3.712 3.813 -1.357
H -2.012 3.798 -1.852
H -1.913 1.558 -0.634
H -4.392 1.942 -2.137
H -5.287 0.120 -3.313
H -6.296 -1.887 -4.407
H -5.068 -1.841 -5.670
H -5.303 -3.313 -4.726
H -3.005 -3.454 -3.852
H -1.107 -3.833 -2.677
H 0.465 -4.656 -1.830
H 1.858 -3.595 -1.591
H 1.067 -5.314 0.300
H 1.742 -3.738 0.740
H -1.243 -4.093 0.358
H -0.461 -4.475 1.898
H -0.904 -3.013 3.223
H -1.324 -1.818 5.050
C 1.919 1.509 -3.345
C 2.027 1.021 -1.906
C 2.188 2.188 -0.942
O 0.871 0.288 -1.590
H 2.818 2.062 -3.634
H 1.058 2.174 -3.438
H 1.796 0.659 -4.020
H 2.904 0.363 -1.807
H 1.353 2.883 -1.065
H 3.113 2.733 -1.150
H 2.225 1.820 0.086
O -0.932 5.808 -3.486
C 0.111 5.249 -3.093
O 0.242 4.202 -2.418
H 1.074 5.767 -3.368
C 2.820 -0.243 2.831
C 3.840 -0.842 1.911
C 5.173 -0.916 2.279
C 6.137 -1.439 1.422
C 5.737 -1.878 0.170
C 4.408 -1.828 -0.237
C 4.044 -2.292 -1.621
C 3.417 -1.321 0.639
N 2.103 -1.259 0.301
H 3.285 0.113 3.753
H 2.041 -0.964 3.083
H 2.303 0.590 2.349
H 5.464 -0.542 3.256
H 7.178 -1.482 1.718
H 6.477 -2.261 -0.528
H 4.862 -2.097 -2.318
H 3.146 -1.786 -1.978
H 3.847 -3.369 -1.643
```

Values from the calculation:
Spin multiplicity: 3
Energy above the lowest of the compared OMol25 structures with the same formula, charge and spin (kJ/mol): 30.4
Lowest unoccupied orbital energy (alpha / beta) (eV): 4.26 / 4.25
Energy (hartree): -2898.43940
HOMO level (alpha / beta) (eV): -0.45 / -2.20
Maximum force (eV/A): 0.417
Total charge: -2


(3)
Below is a 9-piece molecular cluster, C36H45N9 overall, with properties calculated with wB97M-V/def2-TZVPD.

Structure (XYZ):
```
90
Properties=species:S:1:pos:R:3
N 1.300 3.843 0.753
C 1.034 3.411 -0.514
C 0.170 4.307 -1.085
C -0.108 5.307 -0.115
C 0.613 4.999 1.010
H 1.937 3.426 1.408
H 1.538 2.545 -0.905
H -0.233 4.227 -2.082
H -0.769 6.153 -0.209
H 0.689 5.466 1.976
N -3.020 2.629 -5.810
C -2.675 2.502 -4.495
C -1.311 2.599 -4.414
C -0.830 2.864 -5.721
C -1.904 2.837 -6.574
H -3.958 2.579 -6.164
H -3.402 2.312 -3.726
H -0.710 2.532 -3.521
H 0.201 3.044 -5.985
H -1.988 3.033 -7.629
N 0.522 -0.099 -6.031
C 0.901 -0.293 -4.727
C 1.691 -1.405 -4.684
C 1.788 -1.904 -6.010
C 1.046 -1.080 -6.818
H -0.005 0.695 -6.357
H 0.497 0.363 -3.976
H 2.166 -1.818 -3.809
H 2.343 -2.781 -6.301
H 0.848 -1.168 -7.872
N 0.799 -4.610 3.895
C 1.082 -3.526 3.113
C 2.423 -3.272 3.222
C 2.957 -4.207 4.144
C 1.934 -5.025 4.529
H -0.125 -4.995 3.971
H 0.324 -3.042 2.519
H 2.927 -2.482 2.691
H 3.949 -4.301 4.555
H 1.924 -5.827 5.247
N 0.689 -0.082 0.488
C 1.676 -0.803 1.085
C 2.600 -1.150 0.126
C 2.127 -0.615 -1.108
C 0.948 0.037 -0.849
H -0.145 0.240 0.954
H 1.666 -0.998 2.145
H 3.499 -1.700 0.349
H 2.734 -0.600 -2.000
H 0.325 0.632 -1.494
N -2.092 1.160 1.798
C -1.038 1.810 2.389
C -0.503 0.981 3.340
C -1.283 -0.214 3.332
C -2.248 -0.074 2.365
H -2.716 1.599 1.143
H -0.716 2.775 2.033
H 0.279 1.215 4.045
H -1.122 -1.109 3.912
H -3.016 -0.754 2.040
N 1.262 0.160 6.848
C 2.178 1.191 6.852
C 3.027 0.998 5.805
C 2.617 -0.197 5.145
C 1.534 -0.697 5.824
H 0.506 0.065 7.502
H 2.110 1.913 7.648
H 3.819 1.660 5.499
H 3.054 -0.689 4.292
H 0.937 -1.570 5.622
N -4.012 3.032 -0.498
C -4.932 2.049 -0.231
C -4.406 0.862 -0.665
C -3.134 1.144 -1.239
C -2.904 2.483 -1.068
H -4.180 4.013 -0.361
H -5.838 2.278 0.302
H -4.928 -0.080 -0.627
H -2.482 0.397 -1.662
H -2.036 3.067 -1.330
N 0.290 -3.355 -0.547
C 0.812 -4.446 0.075
C 0.153 -5.556 -0.407
C -0.816 -5.098 -1.344
C -0.723 -3.733 -1.393
H 0.599 -2.403 -0.433
H 1.641 -4.379 0.758
H 0.309 -6.570 -0.077
H -1.494 -5.741 -1.880
H -1.201 -2.986 -2.002
```

Values from the calculation:
Energy above the lowest of the compared OMol25 structures with the same formula, charge and spin (kJ/mol): 17.7
Lowest unoccupied orbital energy (eV): 0.54
Energy (hartree): -1891.52987
SMILES string: c1cc[nH]c1.c1cc[nH]c1.c1cc[nH]c1.c1cc[nH]c1.c1cc[nH]c1.c1cc[nH]c1.c1cc[nH]c1.c1cc[nH]c1.c1cc[nH]c1
HOMO level (eV): -7.58
Maximum force (eV/A): 0.969


(4)
Below is C36H46AsN3O3Pb as an isolated structure, with properties calculated with wB97M-V/def2-TZVPD.

Structure (XYZ):
```
90
Properties=species:S:1:pos:R:3
Pb 0.317 0.333 0.037
C 4.441 -0.761 -0.994
C 3.010 -0.582 -0.534
O 2.418 0.506 -0.895
O 2.456 -1.470 0.124
H 4.873 0.178 -1.336
H 4.449 -1.474 -1.822
H 5.034 -1.184 -0.184
C -1.987 -3.598 0.218
As -0.162 -2.942 0.458
C 0.690 -4.121 -0.836
C 0.335 -3.869 2.142
C 0.078 -5.345 2.205
C 1.059 -6.260 1.822
C 0.818 -7.627 1.850
C -0.416 -8.113 2.264
C -1.403 -7.215 2.653
C -1.155 -5.847 2.623
H -2.055 -4.682 0.325
H -2.288 -3.314 -0.793
H -2.649 -3.105 0.932
H 0.388 -5.160 -0.700
H 1.773 -4.028 -0.734
H 0.398 -3.776 -1.828
H -0.209 -3.342 2.926
H 1.397 -3.645 2.248
H 2.026 -5.889 1.498
H 1.599 -8.316 1.550
H -0.605 -9.179 2.287
H -2.370 -7.579 2.980
H -1.930 -5.153 2.932
C -3.505 2.264 -3.711
C -2.104 2.366 -3.113
C -1.018 2.169 -4.190
C -1.818 3.654 -2.432
C -2.381 4.846 -2.839
C -1.978 6.031 -2.231
C -0.994 6.117 -1.234
C -0.368 4.980 -0.789
C 0.692 5.085 0.272
C 0.234 4.465 1.603
C 2.036 4.499 -0.189
C -0.807 3.674 -1.338
N -0.360 2.589 -0.846
H -3.654 1.248 -4.080
H -3.648 2.942 -4.559
H -4.283 2.472 -2.972
H -1.958 1.574 -2.377
H -0.956 3.040 -4.852
H -1.269 1.294 -4.791
H -0.042 2.001 -3.734
H -3.126 4.869 -3.624
H -2.446 6.955 -2.561
H -0.723 7.084 -0.828
H 0.833 6.155 0.440
H 0.079 3.391 1.490
H -0.695 4.921 1.956
H 1.002 4.626 2.362
H 1.974 3.421 -0.341
H 2.793 4.698 0.573
H 2.371 4.957 -1.123
C -0.535 -0.614 -1.875
C -1.002 -1.084 -2.895
C -1.551 -1.653 -4.103
C -0.779 -1.750 -5.266
C -1.327 -2.250 -6.438
C -2.653 -2.669 -6.470
C -3.424 -2.592 -5.315
C -2.879 -2.088 -4.142
H 0.256 -1.432 -5.232
H -0.718 -2.312 -7.332
H -3.080 -3.060 -7.386
H -4.452 -2.929 -5.327
H -3.476 -2.024 -3.241
N -2.099 -0.568 2.033
C -2.202 0.026 3.021
N -2.263 0.708 4.175
C -2.639 2.130 4.121
C -4.134 2.274 4.300
O -4.563 1.633 5.492
C -4.268 0.241 5.481
C -2.778 0.017 5.371
H -2.311 2.548 3.171
H -2.114 2.639 4.930
H -4.654 1.844 3.435
H -4.410 3.323 4.390
H -4.778 -0.240 4.637
H -4.656 -0.174 6.409
H -2.535 -1.042 5.307
H -2.273 0.445 6.236
```

Values from the calculation:
Energy above the lowest of the compared OMol25 structures with the same formula, charge and spin (kJ/mol): 330.2
Lowest unoccupied orbital energy (eV): -2.13
Energy (hartree): -4217.83568
HOMO level (eV): -7.28
Maximum force (eV/A): 0.780


(5)
Below is C36H46F5NO3ReS2Si3 as an isolated structure in a non-equilibrium geometry, with properties calculated with wB97M-V/def2-TZVPD.

Structure (XYZ):
```
97
Properties=species:S:1:pos:R:3
Re 0.207 0.074 -0.556
C 3.582 0.356 -2.721
Si 3.333 0.923 -0.952
C 4.981 0.945 -0.070
C 2.795 2.700 -1.083
C 2.061 -0.187 0.112
Si 2.257 0.122 2.020
C 2.159 1.955 2.367
C 0.889 -0.734 2.982
C 3.846 -0.630 2.668
Si 2.549 -2.011 -0.291
C 1.890 -3.288 0.898
C 4.353 -2.421 -0.521
C 1.673 -2.136 -1.968
C 1.920 -3.090 -2.940
C 1.355 -2.967 -4.200
C 0.563 -1.861 -4.465
C 0.332 -0.947 -3.456
N 0.853 -1.081 -2.227
H 4.415 0.961 -3.092
H 2.719 0.595 -3.344
H 3.845 -0.686 -2.884
H 5.646 1.525 -0.717
H 5.446 -0.024 0.090
H 4.930 1.474 0.882
H 3.702 3.284 -1.259
H 2.308 3.099 -0.195
H 2.142 2.865 -1.936
H 2.122 2.137 3.443
H 1.246 2.374 1.931
H 3.002 2.517 1.965
H 0.546 -1.671 2.541
H 0.040 -0.070 3.097
H 1.275 -0.971 3.977
H 4.761 -0.268 2.211
H 3.838 -1.720 2.604
H 3.894 -0.386 3.734
H 2.406 -3.232 1.857
H 2.095 -4.277 0.481
H 0.822 -3.226 1.093
H 4.899 -2.323 0.420
H 4.871 -1.843 -1.282
H 4.407 -3.476 -0.806
H 2.575 -3.922 -2.714
H 1.545 -3.706 -4.967
H 0.128 -1.698 -5.440
H -0.262 -0.067 -3.643
O -0.956 0.905 1.068
S -1.421 2.411 1.105
C -3.145 2.347 0.557
C -4.001 1.251 1.165
C -3.705 -0.148 0.577
C -2.984 -1.032 1.583
S -1.677 -2.106 0.950
O -1.059 -1.445 -0.354
C -2.571 -3.439 0.226
C -2.522 -4.651 0.902
C -3.251 -5.720 0.400
C -3.991 -5.565 -0.762
C -4.013 -4.346 -1.435
C -3.304 -3.266 -0.943
C -1.589 2.827 2.817
C -1.414 4.178 3.096
C -1.566 4.626 4.399
C -1.866 3.724 5.409
C -2.016 2.372 5.125
C -1.884 1.916 3.824
H -3.084 2.265 -0.531
H -3.514 3.349 0.788
H -5.048 1.518 1.027
H -3.856 1.248 2.248
H -3.074 -0.039 -0.304
H -4.623 -0.627 0.242
H -3.637 -1.729 2.113
H -2.455 -0.435 2.321
H -1.928 -4.760 1.801
H -3.230 -6.673 0.911
H -4.552 -6.402 -1.155
H -4.589 -4.241 -2.344
H -3.304 -2.316 -1.462
H -1.151 4.871 2.305
H -1.434 5.675 4.626
H -1.974 4.073 6.427
H -2.236 1.672 5.919
H -1.981 0.863 3.606
F -2.544 3.745 -5.766
C -1.967 3.291 -4.668
C -0.976 4.029 -4.036
F -0.620 5.203 -4.525
C -0.359 3.554 -2.887
F 0.530 4.327 -2.273
C -0.692 2.310 -2.353
O -0.167 1.869 -1.190
C -1.729 1.623 -2.982
F -2.152 0.470 -2.406
C -2.357 2.079 -4.123
F -3.325 1.361 -4.680
```

Values from the calculation:
Spin multiplicity: 2
Energy above the lowest of the compared OMol25 structures with the same formula, charge and spin (kJ/mol): 5.0
Lowest unoccupied orbital energy (alpha / beta) (eV): -5.90 / -6.38
Energy (hartree): -3921.86243
HOMO level (alpha / beta) (eV): -13.11 / -12.81
Maximum force (eV/A): 2.465
Total charge: +2